No. 1
123
Properties=species:S:1:pos:R:3:forces:R:3 method="wB97M-V/def2-TZVPD" homo_ev=-3.94 charge=-1 e_tot_ev=-191223.9283
C -1.2229 -3.1472 1.4907 0.58 0.10 0.75
C -0.9978 -1.5961 1.1486 0.23 -0.20 -0.10
B -1.5859 -1.1099 -0.2808 0.37 1.57 0.81
O -1.1990 0.2245 -0.7420 -0.69 -1.49 1.01
In -2.9876 -2.2752 -1.6493 1.55 0.52 -1.26
S -4.8554 -3.3206 -0.3313 -0.60 -5.85 -2.09
O -5.9196 -3.7584 -1.3362 1.18 2.20 2.19
O -4.3776 -4.6047 0.3460 -0.62 3.14 -0.17
C -5.5720 -2.2563 1.0400 -1.32 -0.10 0.94
F -6.9725 -2.5368 1.0772 2.66 0.52 0.57
F -4.9315 -2.5737 2.2459 -1.63 0.73 -1.95
C -5.4516 -0.6801 0.8115 -0.93 1.69 1.05
F -4.3481 -0.1176 1.4870 -2.15 -1.26 -2.05
F -6.5853 -0.0934 1.4468 2.06 -0.76 -1.16
F -5.5228 -0.2803 -0.5148 0.61 -0.93 2.84
H -1.6637 -3.2591 2.5431 0.44 0.10 -1.47
H -1.8892 -3.7091 0.7665 0.69 0.82 0.82
H -0.2163 -3.6704 1.5057 -1.25 0.60 -0.14
H 0.1121 -1.2989 1.1542 -1.46 -0.58 0.14
H -1.4979 -0.9614 1.9597 0.49 -0.56 -1.06
H -1.9516 0.8327 -0.5772 0.57 -0.18 -0.37
H -1.9858 -3.6050 -2.3814 -0.65 0.18 0.29
H -3.6890 -1.3109 -2.9942 -0.12 -0.27 0.42
C -10.5852 2.0936 3.7045 -0.03 0.06 -0.11
S -9.2513 1.8510 4.8952 0.11 0.18 -0.08
O -8.8639 3.1987 5.4151 -0.12 -0.24 -0.19
C -8.0069 1.3596 3.6848 -0.01 0.02 -0.01
H -11.4673 2.4447 4.2411 0.16 -0.08 0.06
H -10.2924 2.8390 2.9623 0.11 -0.01 0.08
H -10.8150 1.1461 3.2148 -0.01 0.01 0.09
H -7.8740 2.1500 2.9442 -0.07 0.01 0.07
H -8.3182 0.4354 3.1958 0.00 0.04 0.07
H -7.0650 1.1912 4.2072 -0.11 0.01 0.04
C 3.8479 -4.1995 0.4414 -0.12 -0.44 0.03
S 2.9299 -2.8940 -0.4036 -0.03 0.30 -0.04
O 1.5120 -2.9655 0.0667 0.43 -0.21 -0.15
C 2.9907 -3.6504 -2.0390 -0.13 -0.23 -0.16
H 3.8995 -3.9522 1.5025 -0.03 0.13 -0.10
H 3.3361 -5.1565 0.3159 -0.09 0.07 -0.06
H 4.8573 -4.2563 0.0342 -0.10 0.10 -0.02
H 2.5331 -4.6413 -2.0080 0.01 0.02 0.15
H 4.0286 -3.7252 -2.3692 0.01 0.10 0.09
H 2.4368 -3.0158 -2.7312 0.07 0.13 0.19
C 8.5280 -2.7511 -0.2773 0.08 0.05 -0.01
S 7.2011 -2.5785 0.9340 -0.24 0.11 -0.24
O 6.0083 -2.0378 0.2181 0.63 -0.03 0.25
C 7.9517 -1.2098 1.8414 0.06 0.12 0.04
H 8.2532 -3.5364 -0.9816 -0.08 0.11 0.05
H 8.6644 -1.8134 -0.8178 -0.10 -0.06 -0.01
H 9.4528 -3.0301 0.2316 -0.06 -0.01 0.05
H 8.1235 -0.3668 1.1697 -0.05 -0.08 -0.05
H 8.8949 -1.5377 2.2824 -0.04 -0.04 -0.03
H 7.2681 -0.9070 2.6351 -0.03 -0.10 -0.09
C 9.9887 -0.3846 -5.4665 -0.05 0.06 -0.18
S 9.5864 -0.6714 -3.7308 -0.05 -0.17 0.11
O 8.6953 -1.8692 -3.6690 0.19 0.35 -0.13
C 8.5440 0.7888 -3.5353 -0.11 0.11 -0.08
H 10.6116 -1.2084 -5.8161 -0.05 0.01 0.13
H 9.0734 -0.3450 -6.0601 -0.02 -0.05 0.10
H 10.5407 0.5520 -5.5621 0.02 -0.05 0.13
H 7.7179 0.7557 -4.2479 0.02 -0.11 0.04
H 9.1430 1.6872 -3.6942 0.09 -0.10 0.03
H 8.1462 0.7944 -2.5201 0.05 -0.11 -0.06
C -3.6291 4.9894 0.3351 -0.08 0.10 -0.08
S -2.6313 3.7060 1.1181 -0.33 -0.38 -0.20
O -2.4661 2.6008 0.1287 -0.20 0.49 0.17
C -3.8885 3.1865 2.3023 -0.16 0.03 0.02
H -3.0480 5.4309 -0.4753 0.04 -0.11 0.07
H -4.5444 4.5544 -0.0703 0.08 -0.08 0.04
H -3.8713 5.7606 1.0686 0.06 -0.08 0.05
H -4.7867 2.8630 1.7733 0.13 -0.06 -0.11
H -4.1230 4.0154 2.9717 0.11 0.00 -0.05
H -3.4906 2.3535 2.8838 0.06 0.01 -0.13
C -0.7923 4.7755 3.9827 0.06 -0.01 0.01
S -2.1366 4.9471 5.1754 0.01 0.02 -0.11
O -3.3181 5.4992 4.4446 0.39 0.09 0.14
C -1.3924 6.3050 6.1030 0.00 0.15 0.02
H -1.0600 3.9958 3.2682 0.01 0.11 0.17
H -0.6421 5.7168 3.4507 -0.10 -0.01 0.04
H 0.1230 4.4883 4.5034 -0.08 -0.01 0.06
H -1.2063 7.1517 5.4399 -0.05 -0.08 -0.04
H -0.4578 5.9685 6.5549 -0.06 -0.06 -0.04
H -2.0857 6.6059 6.8889 -0.02 -0.10 -0.09
C 3.0879 2.2437 -3.3553 0.11 0.04 -0.20
S 2.2273 0.9955 -2.3723 -0.15 -0.36 0.13
O 2.9411 -0.3008 -2.5748 -0.12 0.44 -0.21
C 0.7340 0.9547 -3.3824 -0.02 -0.10 -0.15
H 4.0760 2.4024 -2.9216 -0.09 -0.08 0.05
H 3.1956 1.8990 -4.3858 -0.03 -0.05 0.05
H 2.5269 3.1797 -3.3284 -0.02 -0.06 0.04
H 0.9870 0.6896 -4.4111 0.14 0.01 0.05
H 0.2474 1.9312 -3.3537 0.01 -0.05 0.11
H 0.0599 0.2042 -2.9686 0.08 0.13 0.17
C 13.5589 3.0747 -5.0793 -0.04 0.01 -0.12
S 13.1588 2.7889 -3.3425 -0.14 -0.18 0.02
O 12.2687 1.5910 -3.2798 0.11 0.40 -0.17
C 12.1148 4.2483 -3.1471 -0.09 0.05 -0.03
H 14.1819 2.2511 -5.4288 -0.05 0.02 0.13
H 12.6430 3.1132 -5.6719 -0.01 -0.02 0.09
H 14.1102 4.0115 -5.1775 -0.01 -0.04 0.06
H 11.2884 4.2140 -3.8592 0.05 -0.07 0.00
H 12.7117 5.1480 -3.3066 0.02 -0.07 0.01
H 11.7179 4.2539 -2.1317 0.09 -0.09 -0.05
C 0.3989 -8.0793 -3.0675 -0.05 0.06 -0.08
S 1.7499 -8.3102 -1.8937 -0.05 0.31 0.10
O 2.1229 -6.9628 -1.3732 0.03 -0.44 -0.25
C 2.9896 -8.7776 -3.1207 0.09 0.03 -0.13
H -0.4808 -7.7432 -2.5177 0.13 0.01 0.05
H 0.6728 -7.3257 -3.8079 0.05 0.01 0.10
H 0.1771 -9.0280 -3.5598 0.05 -0.01 0.07
H 3.1032 -7.9811 -3.8582 -0.06 0.03 0.08
H 2.6862 -9.7042 -3.6114 -0.03 0.02 0.06
H 3.9391 -8.9347 -2.6082 -0.11 0.04 0.06
C -15.0362 2.9631 2.6694 -0.09 0.00 -0.10
S -14.2587 2.2267 4.1224 0.01 -0.29 -0.09
O -13.8245 0.8485 3.7478 -0.24 0.43 0.08
C -15.7751 2.0721 5.0892 -0.13 -0.04 0.02
H -14.2700 3.1138 1.9085 0.02 -0.05 0.13
H -15.8071 2.2956 2.2803 0.07 -0.04 0.07
H -15.4731 3.9265 2.9381 0.06 -0.03 0.04
H -16.5001 1.4598 4.5503 0.10 0.00 -0.04
H -16.1885 3.0639 5.2806 0.07 -0.01 -0.02
H -15.5309 1.5936 6.0379 0.10 0.03 -0.10

=====

No. 2
102
Properties=species:S:1:pos:R:3:forces:R:3 method="wB97M-V/def2-TZVPD" homo_ev=-6.95 relative_energy_ev=8.435 e_tot_ev=-46458.3219
C -18.7324 -14.2371 -13.4502 -0.17 -0.29 -0.85
C -17.4184 -14.9931 -13.2065 -0.53 0.57 0.58
C -16.5855 -14.3258 -12.1300 0.61 0.34 -0.41
O -17.8467 -16.2699 -12.7167 0.15 -0.55 -0.13
H -19.4678 -14.5200 -12.6964 0.29 0.03 -0.21
H -19.1947 -14.5237 -14.3987 0.18 -0.10 -0.09
H -18.6222 -13.1525 -13.4809 0.19 -0.01 0.18
H -16.8554 -15.1053 -14.1362 0.00 -0.12 0.01
H -15.7115 -14.9150 -11.8421 -0.33 -0.37 0.20
H -17.2204 -14.1308 -11.2696 0.35 -0.02 0.14
H -16.1216 -13.3952 -12.4666 -0.47 0.20 -0.12
H -17.1563 -16.6630 -12.1694 0.07 0.14 -0.05
C -23.0883 -9.4230 -11.0905 0.01 -0.43 0.05
C -21.6132 -9.4981 -10.8048 1.22 0.75 -0.20
C -21.0242 -8.1481 -10.4060 -0.24 0.39 1.03
O -21.3129 -10.4437 -9.7730 -0.20 -0.19 -0.03
H -23.4336 -10.4210 -11.3643 -0.18 0.11 -0.14
H -23.2797 -8.7168 -11.8966 -0.11 -0.03 0.00
H -23.6368 -9.1131 -10.1967 0.01 0.12 -0.03
H -21.0513 -9.8241 -11.6859 -0.24 -0.34 0.00
H -21.5283 -7.8493 -9.4772 -0.15 0.23 -0.17
H -21.1397 -7.3441 -11.1331 -0.19 -0.19 -0.15
H -19.9751 -8.1676 -10.1053 0.09 -0.44 -0.35
H -22.0005 -10.3618 -9.0990 0.12 -0.12 0.05
C -22.8842 -14.9090 -14.2310 -0.95 0.32 0.24
C -22.5677 -14.4014 -12.8196 0.04 -0.31 0.15
C -23.5234 -13.3543 -12.2358 0.46 -0.44 -1.31
O -22.5882 -15.4962 -11.9066 -0.16 0.08 -0.06
H -22.4268 -15.8777 -14.4300 0.39 0.19 -0.03
H -22.6561 -14.1829 -15.0127 0.30 -0.05 0.04
H -23.9627 -15.0863 -14.3099 -0.02 -0.02 0.10
H -21.5544 -13.9779 -12.8015 -0.07 0.08 -0.22
H -24.5280 -13.7712 -12.1732 0.06 -0.12 0.51
H -23.6146 -12.5288 -12.9470 0.23 0.24 0.23
H -23.0786 -13.0430 -11.2941 -0.48 0.22 0.18
H -22.0206 -16.1795 -12.2941 0.31 -0.17 0.25
C -19.3126 -19.3910 -12.2257 -0.24 -0.55 0.62
C -20.3881 -18.4580 -11.6804 0.54 1.75 -0.68
C -20.0515 -17.8379 -10.3298 0.30 -1.17 0.52
O -20.4528 -17.3179 -12.5927 -0.40 -0.51 -0.06
H -18.3262 -18.9444 -12.1007 0.01 0.10 -0.03
H -19.4520 -19.6226 -13.2796 -0.19 0.15 -0.02
H -19.3037 -20.3398 -11.6817 0.02 0.02 0.03
H -21.3879 -18.8903 -11.6715 0.06 -0.15 -0.12
H -20.7183 -17.0261 -10.0500 -0.10 0.04 -0.27
H -19.0154 -17.4912 -10.3503 -0.06 0.23 0.02
H -20.1007 -18.5951 -9.5371 0.00 0.06 0.01
H -19.5495 -16.9498 -12.6275 -0.14 0.06 -0.10
C -22.8316 -13.7005 -7.9996 -0.06 0.07 -0.31
C -23.9489 -13.4539 -6.9995 -0.21 -0.03 0.18
C -23.5482 -13.8736 -5.5786 -0.25 -0.21 -0.41
O -24.3292 -12.0795 -7.0364 0.28 0.35 -0.28
H -23.1965 -13.8296 -9.0202 -0.16 -0.02 0.08
H -22.3384 -14.6255 -7.7080 0.20 0.01 -0.20
H -22.1012 -12.8899 -8.0578 0.04 0.01 0.39
H -24.8216 -14.0308 -7.3279 0.11 -0.22 0.12
H -22.9301 -14.7694 -5.6418 0.08 0.03 0.19
H -24.4245 -14.1433 -4.9863 0.01 0.20 0.09
H -23.0012 -13.0696 -5.0881 0.09 -0.04 0.01
H -25.0753 -11.9311 -6.4496 -0.02 -0.12 0.04
C -16.9482 -10.2197 -7.7331 0.32 0.42 -0.28
C -15.9446 -10.9919 -6.8923 -0.38 -0.33 0.20
C -16.3482 -11.0942 -5.4242 0.48 0.11 0.16
O -15.6982 -12.2885 -7.4146 -0.21 -0.05 -0.25
H -17.0578 -9.2128 -7.3223 -0.03 0.03 -0.06
H -17.9483 -10.6505 -7.8187 0.05 -0.30 0.29
H -16.5558 -10.1433 -8.7503 0.01 0.15 0.37
H -14.9938 -10.4565 -6.9657 -0.01 -0.06 0.04
H -16.7606 -10.1449 -5.0768 -0.07 -0.11 0.14
H -15.4662 -11.3316 -4.8252 -0.01 0.08 0.03
H -17.0434 -11.9141 -5.2413 -0.29 0.16 -0.23
H -16.5574 -12.7569 -7.4544 0.57 0.26 0.29
C -19.5940 -15.6510 -7.5626 -0.81 -0.80 0.36
C -18.9798 -14.5425 -6.7420 -0.76 1.36 0.57
C -18.2584 -15.0739 -5.5128 0.21 -0.48 -0.43
O -18.0228 -13.8205 -7.5431 -9.01 10.30 6.85
H -20.4924 -16.0165 -7.0531 0.20 -0.10 0.20
H -18.8849 -16.4739 -7.6694 -0.26 -0.05 -0.13
H -19.9645 -15.3645 -8.5471 0.26 0.26 0.04
H -19.7283 -13.7756 -6.5081 -0.21 -0.48 0.41
H -17.4574 -15.7189 -5.8866 -0.02 -0.14 0.19
H -18.9329 -15.6994 -4.9280 0.02 0.14 0.12
H -17.7643 -14.3305 -4.8915 -0.33 0.27 -0.03
H -18.5514 -13.3907 -8.2482 -0.36 0.75 0.35
C -19.8953 -13.3213 -10.6531 0.78 -0.85 0.33
O -19.3172 -12.5493 -9.6028 -0.89 -0.37 0.67
H -20.3518 -12.7271 -11.4427 -0.25 0.19 0.26
H -19.0798 -13.8753 -11.1277 -0.27 0.29 0.45
H -20.5655 -14.0713 -10.2292 -0.43 0.19 -0.26
H -19.7863 -11.7028 -9.5790 -0.27 -0.01 0.33
C -17.6053 -10.9797 -10.7808 -0.34 -0.78 -1.41
O -16.8950 -10.7707 -12.0140 0.01 0.65 0.45
H -17.8819 -10.0581 -10.2729 0.13 0.08 -0.04
H -18.5199 -11.5225 -11.0368 0.61 0.58 -0.19
H -17.0311 -11.6390 -10.1305 0.07 0.20 0.01
H -16.8141 -9.8176 -12.1037 0.23 -0.08 -0.28
C -17.1882 -14.7793 -8.7450 3.85 -5.10 -3.19
O -16.1258 -15.6176 -9.1838 1.11 -1.09 -2.13
H -18.0850 -15.1024 -9.2781 0.31 -0.21 -0.24
H -17.3969 -14.9141 -7.6837 4.22 -4.59 -2.50
H -17.0502 -13.7307 -9.0135 1.50 -0.46 -0.77
H -15.2834 -15.3240 -8.8293 -0.23 0.22 0.15